Record 1
Computed, not measured: an isolated ion of composition C3H7N2OS and charge +1 in a non-equilibrium geometry, with ωB97M-V/def2-TZVPD.

Atoms and positions in Å:
C -0.02428 2.30176 0.84966
C -0.03076 -1.78766 -0.37441
C 0.09836 1.43723 -0.23994
N -1.07747 -1.02896 -0.15676
N 0.19096 -2.89009 0.27102
O 1.10945 1.52084 -1.08749
S -1.26475 0.39761 -0.98122
H -0.93796 2.68383 1.26030
H 0.94050 2.46249 1.28053
H 0.73776 -1.61318 -1.13765
H 1.11507 -3.37773 0.14696
H -0.37696 -3.03799 1.10413
H 1.89863 2.07197 -0.64581
H -2.37856 0.85988 -0.28934

Values from the calculation:
lowest unoccupied orbital energy	-0.147	Ha
electronic energy	-701.09346	a.u.
frontier orbital gap	9.34	eV
molar mass	119.17	g mol⁻¹
net charge	+1
relative energy (zero: lowest compared OMol25 entry of this formula, charge and spin)	82.39	kcal per mole

These are the Mulliken partial charges, in e, on atoms 1 to 5: -0.720 0.251 0.604 -0.521 -0.330

***

Record 2
Computed, not measured: an isolated ion of composition C3H7N2S and charge +1 in a non-equilibrium geometry, with ωB97M-V/def2-TZVPD.

Atoms and positions in Å:
C -0.42125 -0.50807 -0.47311
C 0.15687 0.20879 0.77484
C 1.01914 1.38350 0.52359
N 0.07961 -0.18617 -1.58692
N -1.26895 -1.54629 -0.26615
S 2.62570 0.90229 -0.19086
H -0.73115 0.57433 1.39517
H 0.72009 -0.55530 1.29057
H 0.44786 2.05589 -0.18118
H 0.97305 1.98152 1.35777
H -0.20768 -0.67756 -2.33581
H -1.40698 -1.86276 0.59632
H -1.98630 -1.77015 -0.90422

Values from the calculation:
lowest unoccupied orbital energy (spin up / spin down)	-0.298 / -0.320	Ha
electronic energy	-625.81151	a.u.
frontier orbital gap (spin up / spin down)	6.47 / 5.54	eV
molar mass	103.17	g mol⁻¹
net charge	+1
relative energy (zero: lowest compared OMol25 entry of this formula, charge and spin)	100.82	kcal per mole

These are the Mulliken partial charges, in e, on atoms 1 to 5: 0.633 -0.740 -0.661 -0.456 -0.377

***

Record 3
Computed, not measured: an isolated ion of composition C3H7N2S and charge +1 in a non-equilibrium geometry, with ωB97M-V/def2-TZVPD.

Atoms and positions in Å:
C 0.91849 1.65960 -0.17507
C -0.39171 0.91465 0.05344
C 0.88505 -1.25894 -0.40093
N 2.07054 1.13080 0.01313
N -0.12205 -0.56466 0.41300
S 2.48760 -0.43649 0.12762
H 1.04885 2.62883 -0.59141
H -0.99605 1.33926 0.91969
H -1.18057 1.02948 -0.79956
H 1.13785 -2.34190 -0.21583
H 0.75783 -1.02826 -1.48240
H 0.15944 -0.54491 1.52354
H -1.07547 -1.02929 0.55380

Values from the calculation:
lowest unoccupied orbital energy	-0.146	Ha
electronic energy	-625.87253	a.u.
frontier orbital gap	9.16	eV
SMILES string	C1=NSC[NH2+]C1
molar mass	103.17	g mol⁻¹
net charge	+1
relative energy (zero: lowest compared OMol25 entry of this formula, charge and spin)	62.53	kcal per mole

These are the Mulliken partial charges, in e, on atoms 1 to 5: -0.085 -0.468 -0.491 -0.356 -0.378

***

Record 4
Computed, not measured: an isolated ion of composition C3H7N2S and charge +1 in a non-equilibrium geometry, with ωB97M-V/def2-TZVPD.

Atoms and positions in Å:
C -1.31035 0.73884 0.45733
C -0.06357 -1.15305 0.00115
C 0.84991 -0.00572 -0.42807
N -1.22177 -0.53996 0.61414
N -0.25200 1.24375 -0.12198
S 2.44450 0.03566 0.30088
H -2.25659 1.39929 0.70844
H -0.44193 -1.93886 -0.84183
H 0.43729 -1.75715 0.67514
H 1.02716 0.11519 -1.42282
H -1.99157 -1.14568 1.12959
H 0.01372 2.10127 -0.44555
H 2.76519 0.90642 -0.62644

Values from the calculation:
lowest unoccupied orbital energy	-0.121	Ha
electronic energy	-625.91560	a.u.
frontier orbital gap	10.66	eV
SMILES string	S[C@H]1CNC=[NH+]1
molar mass	103.17	g mol⁻¹
net charge	+1
relative energy (zero: lowest compared OMol25 entry of this formula, charge and spin)	35.50	kcal per mole

These are the Mulliken partial charges, in e, on atoms 1 to 5: 0.061 -0.593 -0.075 -0.154 -0.102

***

Record 5
Computed, not measured: one molecule with the formula C3H7N3 in a non-equilibrium geometry, with ωB97M-V/def2-TZVPD.

Atoms and positions in Å:
N -1.73030 -0.36442 -0.19970
C -0.66757 0.64691 -0.12990
C 0.76569 0.08327 0.26529
N 0.72381 -1.34242 0.22368
C 1.96052 0.75781 -0.51566
N 2.93458 1.32582 -0.81248
H -2.43446 -0.24989 0.52218
H -2.21757 -0.33176 -1.08865
H -0.94110 1.42587 0.59017
H -0.56437 1.12044 -1.10413
H 1.06270 0.47929 1.24099
H -0.22127 -1.71173 0.15254
H 1.32934 -1.83918 0.85567

Values from the calculation:
lowest unoccupied orbital energy	0.025	Ha
electronic energy	-282.74232	a.u.
frontier orbital gap	10.21	eV
SMILES string	N#C[C@H](N)CN
molar mass	85.11	g mol⁻¹
relative energy (zero: lowest compared OMol25 entry of this formula, charge and spin)	20.04	kcal per mole

These are the Mulliken partial charges, in e, on atoms 1 to 5: -0.587 -0.366 0.323 -0.587 0.030

***

Record 6
Computed, not measured: one molecule with the formula C3H7N3 in a non-equilibrium geometry, with ωB97M-V/def2-TZVPD.

Atoms and positions in Å:
C 0.16238 1.49292 0.90269
C 0.32791 -1.25699 -1.30527
C -0.57185 -1.30045 -0.08033
H -1.38670 1.77773 1.96686
H 0.87442 2.10445 1.52136
H 1.35886 1.18490 -0.78004
H 1.35044 -1.39367 -0.89572
H 0.20082 -1.68796 -2.22460
H 0.10807 -1.36211 0.91288
H -1.64411 -1.51957 -0.19796
N -1.16689 1.23595 1.07567
N 0.68137 0.82964 -0.16628
N -0.29471 -0.10483 -0.72926

Values from the calculation:
lowest unoccupied orbital energy	0.038	Ha
electronic energy	-282.63359	a.u.
frontier orbital gap	9.37	eV
SMILES string	[H]/N=C/NN1CC1
molar mass	85.11	g mol⁻¹
relative energy (zero: lowest compared OMol25 entry of this formula, charge and spin)	88.27	kcal per mole

These are the Mulliken partial charges, in e, on atoms 1 to 5: -0.076 -0.677 -0.209 0.205 0.337

***

Record 7
Computed, not measured: one molecule with the formula C3H7N3 in a non-equilibrium geometry, with ωB97M-V/def2-TZVPD.

Atoms and positions in Å:
C 0.58404 1.69912 0.41678
C 1.14590 -0.51510 0.39992
C -0.04978 0.42380 0.28430
N 1.05713 2.72502 0.36085
N -1.76948 -0.75780 -0.72724
N -0.73180 0.23926 -0.99609
H 1.73171 -0.40892 -0.46818
H 0.80343 -1.56518 0.66268
H 1.77708 -0.19001 1.08542
H -0.67920 0.40985 1.24441
H -1.29296 -1.54947 -0.46667
H -2.45603 -0.46024 -0.06351
H -0.12004 -0.05032 -1.73268

Values from the calculation:
lowest unoccupied orbital energy	0.027	Ha
electronic energy	-282.68365	a.u.
frontier orbital gap	10.26	eV
SMILES string	C[C@@H](C#N)NN
molar mass	85.11	g mol⁻¹
relative energy (zero: lowest compared OMol25 entry of this formula, charge and spin)	56.85	kcal per mole

These are the Mulliken partial charges, in e, on atoms 1 to 5: -0.091 -1.396 0.534 -0.424 -0.551

***

Record 8
Computed, not measured: one molecule with the formula C3H7N3 in a non-equilibrium geometry, with ωB97M-V/def2-TZVPD.

Atoms and positions in Å:
C 0.58452 0.89015 -0.10934
C 0.20085 -0.51674 -0.42130
C -1.06848 -1.13242 0.27376
N 1.48053 -1.31307 -0.09537
N 2.35232 -0.49000 0.14383
N 2.10114 0.75982 0.04121
H 0.56376 1.69555 -0.79121
H 0.27439 1.46546 0.80516
H 0.16616 -0.61937 -1.59472
H -0.89161 -0.86558 1.28608
H -0.95640 -2.12452 0.16182
H -2.07928 -0.71993 -0.02132
H 2.64099 1.43485 0.57020

Values from the calculation:
lowest unoccupied orbital energy	0.036	Ha
electronic energy	-282.68288	a.u.
frontier orbital gap	10.10	eV
SMILES string	C[C@H]1CNN=N1
molar mass	85.11	g mol⁻¹
relative energy (zero: lowest compared OMol25 entry of this formula, charge and spin)	57.33	kcal per mole

These are the Mulliken partial charges, in e, on atoms 1 to 5: -0.674 0.538 -1.245 -0.281 -0.409

***

Record 9
Computed, not measured: one molecule with the formula C3H7N3 in a non-equilibrium geometry, with ωB97M-V/def2-TZVPD.

Atoms and positions in Å:
N -0.58745 0.67588 0.56458
C 0.72822 0.96076 0.53998
N 1.31306 -0.14006 -0.10930
C -0.81467 -0.78644 0.18840
C -1.14194 -1.34407 -0.98937
N 1.33730 2.08749 0.55446
H -1.21803 1.23655 1.12020
H 1.81324 0.13982 -0.94786
H 1.49551 -1.12131 0.03211
H 0.71582 2.82348 0.88701
H -1.17589 -1.27768 1.08810
H -0.72070 -1.00996 -1.92883
H -1.74448 -2.24446 -0.99949

Values from the calculation:
lowest unoccupied orbital energy	0.032	Ha
electronic energy	-282.67555	a.u.
frontier orbital gap	9.59	eV
SMILES string	[H]/N=C(/N)NC=C
molar mass	85.11	g mol⁻¹
relative energy (zero: lowest compared OMol25 entry of this formula, charge and spin)	61.94	kcal per mole

These are the Mulliken partial charges, in e, on atoms 1 to 5: -0.160 0.376 -0.501 -0.200 -0.614

***

Among the records above, which one has the highest relative energy (zero: lowest compared OMol25 entry of this formula, charge and spin)? number 2

***

Which of these has the highest relative energy (zero: lowest compared OMol25 entry of this formula, charge and spin)? number 2

***

Look up the molar mass of the fourth one. 103.17 g mol⁻¹